one | Density functional theory data (the ωB97M-V functional and the def2-TZVPD basis) for a cluster of 2 separate species, C5H17N2O in total.

highest occupied orbital energy: -13.268 eV
LUMO level: -2.9411 eV

```
! wB97M-V def2-TZVPD RIJCOSX def2/J DEFGRID3
* xyz 1 1
C 0.32900 -0.79379 -1.66627
C 1.10656 -0.32767 -0.44894
C 1.24198 1.16051 -0.63944
C 0.39433 2.02159 0.30887
C -1.07824 1.65078 0.16682
N -1.70020 0.31395 0.69771
N -0.71346 -1.69444 -1.26449
H 0.98940 -1.13934 -2.47392
H -0.22480 0.10762 -2.16824
H 2.16470 -0.83573 -0.34045
H 0.71223 -0.62897 0.58616
H 2.33994 1.54396 -0.52303
H 0.92106 1.33485 -1.68294
H 0.44857 3.06678 -0.08070
H 0.87720 1.99427 1.31549
H -1.81753 2.40250 0.59130
H -1.32297 1.54172 -0.97956
H -2.71138 0.45906 0.89054
H -1.23692 0.14775 1.64870
H -0.28043 -2.39086 -0.62312
H -1.25201 -2.19093 -2.06115
H -1.59453 -0.44483 0.03990
H 0.26813 -2.98618 3.17180
H 1.51252 -2.26765 2.73273
O 0.62683 -2.04495 2.80223
*
```


two | Density functional theory data (the ωB97M-V functional and the def2-TZVPD basis) for a cluster of 2 separate species, C5H17N2O in total.

highest occupied orbital energy: -11.999 eV
LUMO level: -3.3971 eV

```
! wB97M-V def2-TZVPD RIJCOSX def2/J DEFGRID3
* xyz 1 1
C 0.83965 -1.00927 1.42374
C 0.62509 0.23212 0.56483
C -0.76652 0.52324 0.04957
C -1.81807 0.61213 1.15980
C -3.61049 -0.70461 0.09739
N -3.19518 0.57180 0.67933
N 1.58862 0.10950 -0.65499
H 0.22725 -0.96023 2.30978
H 1.87825 -1.14844 1.71003
H 0.43358 -1.86483 0.87116
H 1.00520 1.11061 1.08983
H -1.10155 -0.27874 -0.61966
H -0.77044 1.46311 -0.51415
H -1.68484 -0.26625 1.79507
H -1.73268 1.50522 1.78293
H -3.46069 -0.76813 -0.98294
H -3.09104 -1.56202 0.54551
H -4.66472 -0.85726 0.29784
H -3.33648 1.26970 -0.04833
H 2.36849 -0.46487 -0.34193
H 1.97400 1.02851 -0.87507
H 1.09668 -0.27499 -1.45696
H 5.72304 -0.02941 -3.45923
H 6.10909 1.04957 -2.45774
O 5.36377 0.71355 -2.96581
*
```


three | Density functional theory data (the ωB97M-V functional and the def2-TZVPD basis) for a cluster of 2 separate species, C5H17N2O in total.

highest occupied orbital energy: -12.953 eV
LUMO level: -2.9524 eV

```
! wB97M-V def2-TZVPD RIJCOSX def2/J DEFGRID3
* xyz 1 1
N -1.78102 -0.94610 -1.14498
C -1.48963 0.22035 -0.22550
C -0.97096 1.41493 -1.00301
C -0.40303 -0.33970 0.81976
N 0.53891 -1.12611 0.08652
C 1.69168 -0.34582 -0.43399
C 1.04549 -2.33789 0.83335
H -2.73664 -1.24616 -0.93642
H -1.73985 -0.63161 -2.11067
H -0.99427 -1.60638 -0.93277
H -2.37074 0.51213 0.37766
H -0.31251 2.01018 -0.38012
H -0.46064 1.13448 -1.95008
H -1.70010 2.17990 -1.31244
H -0.05533 0.59294 1.28238
H -0.95771 -0.96631 1.53683
H 2.58138 -0.94514 -0.56350
H 1.42320 -0.11514 -1.48423
H 1.85842 0.55369 0.16111
H 1.46138 -3.00539 0.07047
H 0.29889 -2.85522 1.43064
H 1.78883 -2.02525 1.56061
H 0.51219 3.76129 1.23205
H 1.84176 3.18975 1.62882
O 0.93030 2.92255 1.45748
*
```


So which one wins? Going from most stable to least: two, three, one.


one | Density functional theory data (the ωB97M-V functional and the def2-TZVPD basis) for a cluster of 2 separate species, C7H13N4 in total.

highest occupied orbital energy (alpha / beta): -13.375 / -13.475 eV
LUMO level (alpha / beta): -5.2262 / -4.0123 eV

```
! wB97M-V def2-TZVPD RIJCOSX def2/J DEFGRID3
* xyz 1 1
C 2.06994 1.24002 2.61475
C 2.83965 1.11337 1.40003
C 1.01765 0.48612 2.40424
C 0.07335 -0.41188 0.25268
C -2.06167 -1.12146 1.40824
C -1.86144 -0.82971 -0.99412
C 1.16281 0.99692 -2.71684
N 2.21206 0.36901 0.53514
N 1.01202 -0.05534 1.08668
N -1.12050 -0.88010 0.22786
N 0.69742 -0.19656 -2.18229
H 2.24393 1.86288 3.59969
H 3.87491 1.57451 1.13259
H 0.13405 0.46922 3.17283
H -2.86348 -0.44017 1.45826
H -2.42985 -2.14606 1.19247
H -1.54583 -1.00093 2.37229
H -1.21606 -1.14402 -1.86632
H -2.85985 -1.43322 -0.84372
H -2.15538 0.14999 -1.46422
H 2.19804 1.48815 -2.56148
H 0.39232 1.79818 -2.51619
H 0.97396 0.75880 -3.72943
H 1.60018 -0.67067 -2.11069
*
```


two | Density functional theory data (the ωB97M-V functional and the def2-TZVPD basis) for the ion C7H13N4 with charge +1.

highest occupied orbital energy: -12.704 eV
SMILES: CN1CN(C)C2=[NH+]CCN=C21
LUMO level: -3.9951 eV

```
! wB97M-V def2-TZVPD RIJCOSX def2/J DEFGRID3
* xyz 1 1
C 1.36121 -1.47104 2.26043
N 0.88658 -0.40707 1.31918
C 0.22429 0.86566 1.76660
N -0.54901 1.29394 0.55170
C -1.59275 2.24426 0.69319
C -0.32008 0.45691 -0.46105
N -0.76566 0.47130 -1.69952
C 0.00278 -0.33304 -2.58516
C 0.44701 -1.76346 -2.01434
N 0.85863 -1.71586 -0.66023
C 0.53659 -0.69671 -0.01687
H 0.98323 -2.35979 1.77544
H 2.50390 -1.54132 2.40668
H 0.88998 -1.31491 3.23332
H -0.39612 0.91036 2.62660
H 0.97025 1.62940 1.82998
H -2.55664 1.97663 1.31198
H -0.99280 3.07502 1.11396
H -1.85712 2.61406 -0.35090
H -1.61753 0.88660 -2.00575
H 0.92150 0.14950 -2.71786
H -0.53533 -0.48022 -3.50486
H -0.54243 -2.30826 -2.08467
H 1.13953 -2.18195 -2.78782
*
```


three | Density functional theory data (the ωB97M-V functional and the def2-TZVPD basis) for the ion C7H13N4 with charge +1.

highest occupied orbital energy (alpha / beta): -11.961 / -11.961 eV
SMILES: C=C=CN(C)/C(C)=C(/N)N=[NH2+]
LUMO level (alpha / beta): -4.8157 / -4.8148 eV

```
! wB97M-V def2-TZVPD RIJCOSX def2/J DEFGRID3
* xyz 1 1
C -1.79952 0.87856 -3.10795
C -0.75643 0.18916 -2.78436
C 0.17975 -0.58173 -2.28392
N 0.46096 -0.66705 -0.81890
C 1.43756 -1.79375 -0.67844
C -0.18258 -0.31565 0.34637
C -0.41521 -1.38109 1.45097
C -0.48392 0.97816 0.96931
N -1.21797 0.95914 2.16289
N 0.12930 1.97878 0.37506
N 0.44110 3.21372 0.87501
H -2.88540 0.40596 -3.03548
H -1.76034 1.83363 -3.51503
H 0.80829 -1.14744 -2.87051
H 2.20902 -1.66475 -1.42490
H 1.95656 -1.58096 0.37204
H 0.95665 -2.74291 -0.61324
H 0.15426 -1.05831 2.49404
H -1.51384 -1.24476 1.52184
H -0.06823 -2.38513 1.17030
H -1.35516 1.95230 2.38591
H -2.15207 0.40915 2.23544
H 1.02643 3.80158 0.35495
H 0.19505 3.64643 1.87048
*
```


So which one wins? Going from most stable to least: two, three, one.


one | Density functional theory data (the ωB97M-V functional and the def2-TZVPD basis) for the ion C3H11N2 with charge +1.

highest occupied orbital energy: -13.839 eV
SMILES: CNCC[NH3+]
LUMO level: -3.6010 eV

```
! wB97M-V def2-TZVPD RIJCOSX def2/J DEFGRID3
* xyz 1 1
C -0.34810 -1.63977 1.40544
N -0.60132 -0.47481 0.56511
C 0.55173 0.47850 0.48664
C 0.84710 0.68320 -1.03306
N -0.45036 0.96993 -1.67737
H 0.04450 -2.52155 0.90324
H -1.27787 -1.89777 1.91985
H 0.35091 -1.44171 2.23211
H -1.26289 0.09744 1.08001
H 1.39917 0.13476 1.07796
H 0.22976 1.43028 0.89045
H 1.27463 -0.29979 -1.27148
H 1.71840 1.28215 -1.26215
H -1.05001 1.40052 -0.96381
H -0.45324 1.67218 -2.41993
H -0.97239 0.12642 -1.93301
*
```


two | Density functional theory data (the ωB97M-V functional and the def2-TZVPD basis) for a structure of composition C3H11N2.

highest occupied orbital energy: -14.044 eV
LUMO level: -7.6797 eV

```
! wB97M-V def2-TZVPD RIJCOSX def2/J DEFGRID3
* xyz 1 1
C -1.82084 1.56193 1.06746
C 0.86778 0.36652 -0.15133
C 0.76463 -1.11354 -0.09159
N 1.89697 -1.68295 -0.78065
N -1.59166 0.72673 -0.12475
H -1.10504 1.34048 1.85554
H -2.81395 1.29357 1.43657
H 1.26861 0.79101 -1.07211
H 1.26791 0.88039 0.72111
H -0.13300 -1.47230 -0.60957
H 0.70306 -1.42506 0.95838
H 1.93113 -2.68735 -0.83198
H 2.76900 -1.25937 -0.50768
H -0.52812 0.65908 -0.26917
H -1.98560 1.20213 -0.93964
H -1.74858 2.62623 0.84665
*
```


So which one wins? Going from most stable to least: one, two.


one | Density functional theory data (the ωB97M-V functional and the def2-TZVPD basis) for a cluster of 2 separate species, C3H11N2 in total.

highest occupied orbital energy: -14.308 eV
LUMO level: -3.0364 eV

```
! wB97M-V def2-TZVPD RIJCOSX def2/J DEFGRID3
* xyz 1 1
C -2.40274 0.44770 -1.24819
N -1.93999 -0.11985 -0.20547
H -3.47323 0.57686 -1.44670
H -1.68975 0.85971 -1.97218
H -0.08763 0.15668 0.49298
H -2.60609 0.05975 0.55538
C 1.28403 -1.33659 0.01910
N 0.88962 -0.08681 0.74286
C 1.78120 1.08300 0.55167
H 1.61585 -1.09359 -0.98761
H 2.14252 -1.71118 0.57013
H 0.44859 -2.03749 -0.01135
H 0.87412 -0.30611 1.73832
H 2.04728 1.21811 -0.49605
H 2.70255 0.86211 1.09344
H 1.42048 1.98910 1.04415
*
```


two | Density functional theory data (the ωB97M-V functional and the def2-TZVPD basis) for a cluster of 2 separate species, C3H11N2 in total.

highest occupied orbital energy: -15.354 eV
LUMO level: -4.2228 eV

```
! wB97M-V def2-TZVPD RIJCOSX def2/J DEFGRID3
* xyz 1 1
C -0.44843 -0.59047 -1.70505
C -0.55415 -2.08297 -1.24046
H 0.54123 -0.53631 -2.13556
H -1.27720 -0.47248 -2.40201
H -0.72310 0.11668 -0.92934
H 0.15440 -2.33751 -0.44049
H -0.20878 -2.74676 -2.03238
H -1.57234 -2.32612 -0.95260
N 0.48104 0.22465 1.29123
C 0.58756 1.49828 1.01743
N 0.34436 2.42245 1.92573
H 0.62860 -0.07790 2.23659
H 0.37775 -0.50605 0.60252
H 0.67003 1.93023 0.02387
H 0.71653 3.35735 1.84755
H 0.28252 2.12693 2.89299
*
```


So which one wins? Going from most stable to least: two, one.


one | Density functional theory data (the ωB97M-V functional and the def2-TZVPD basis) for a cluster of 2 separate species, C3H11N2 in total.

highest occupied orbital energy: -12.703 eV
LUMO level: -3.2687 eV

```
! wB97M-V def2-TZVPD RIJCOSX def2/J DEFGRID3
* xyz 1 1
N -2.58106 0.84978 0.81534
H -3.43241 0.74052 0.32007
H -2.47848 0.16931 1.53735
H -1.71333 0.62974 0.01186
H -2.51392 1.80866 1.13043
C -0.56785 0.72622 -1.06525
C 0.52375 0.32718 -0.33322
N 1.09164 -0.89402 -0.32860
C 2.21870 -1.15909 0.56271
H -0.90209 0.10658 -1.87628
H -0.88240 1.74468 -1.13895
H 0.88279 0.98478 0.45883
H 0.94935 -1.48236 -1.12424
H 2.95101 -0.32860 0.53973
H 1.84644 -1.30960 1.57894
H 2.68259 -2.07006 0.27275
*
```


two | Density functional theory data (the ωB97M-V functional and the def2-TZVPD basis) for the ion C3H11N2 with charge +1.

highest occupied orbital energy: -14.799 eV
SMILES: C[NH2+]CCN
LUMO level: -3.1850 eV

```
! wB97M-V def2-TZVPD RIJCOSX def2/J DEFGRID3
* xyz 1 1
C -1.67077 0.72962 -0.89256
N -0.75400 0.53141 0.24199
C 0.70262 0.73242 -0.02897
C 1.26926 -0.59926 -0.10547
N 0.65520 -1.52382 0.94154
H -1.57999 -0.03878 -1.71121
H -2.70355 0.63891 -0.49120
H -1.49926 1.75806 -1.00573
H -0.94970 1.36118 0.84502
H -0.74067 -0.28569 1.02409
H 1.03542 1.25929 0.78990
H 0.94396 1.33831 -0.84754
H 2.34061 -0.56317 -0.10957
H 1.03743 -1.15364 -1.07810
H 1.20369 -1.66421 1.82755
H 0.70975 -2.52065 0.60026
*
```


three | Density functional theory data (the ωB97M-V functional and the def2-TZVPD basis) for the ion C3H11N2 with charge +1.

highest occupied orbital energy: -15.884 eV
SMILES: C[N+](C)(C)N
LUMO level: -3.1749 eV

```
! wB97M-V def2-TZVPD RIJCOSX def2/J DEFGRID3
* xyz 1 1
C 0.42929 1.27050 -0.65886
N 0.25415 -0.02897 0.02571
C -1.11147 0.13354 0.72629
C 0.01295 -1.15249 -0.88283
N 1.25467 -0.24020 1.00795
H 1.22705 1.87104 -0.19038
H 0.70826 0.93079 -1.65801
H -0.51850 1.70802 -0.60280
H -1.89407 0.09143 -0.01207
H -1.15613 -0.68970 1.43066
H -1.14826 1.18153 1.18708
H -0.50424 -1.96265 -0.40581
H -0.41816 -0.74838 -1.75154
H 0.95707 -1.62078 -1.09985
H 0.78862 -1.05382 1.59651
H 1.22992 0.56449 1.66327
*
```


So which one wins? Going from most stable to least: one, two, three.